<A>
A 2-piece molecular cluster, CH4N2O overall. Source: the OMol25 dataset; level of theory: ωB97M-V/def2-TZVPD.

Structure (ORCA input):
```
! wB97M-V def2-TZVPD RIJCOSX def2/J DEFGRID3
* xyz 0 1
C -1.023 0.457 0.703
N 0.928 -1.155 -0.588
N 0.526 0.012 -0.658
O 1.995 -1.545 -1.068
H -1.778 0.319 0.027
H -1.022 -0.303 1.398
H -0.707 1.389 0.875
H 1.081 0.826 -0.688
*
```

Values from the calculation:
Molar mass (g mol⁻¹): 60.06
E_HOMO (alpha / beta) (eV): -8.51 / -8.51
Kohn-Sham gap (alpha / beta) (eV): 7.987 / 7.986
Lowest unoccupied orbital energy (alpha / beta) (eV): -0.53 / -0.53

<B>
One molecule with the formula CH4N2O. Source: the OMol25 dataset; level of theory: ωB97M-V/def2-TZVPD.

Structure (ORCA input):
```
! wB97M-V def2-TZVPD RIJCOSX def2/J DEFGRID3
* xyz 0 1
H 1.566 -0.089 0.080
N 1.134 -0.718 0.819
C -0.103 -0.702 0.618
N -0.763 0.237 -0.187
O 0.153 0.867 -1.066
H -0.888 -1.332 1.122
H -1.612 -0.024 -0.740
H 0.513 1.761 -0.648
*
```

Values from the calculation:
Molar mass (g mol⁻¹): 60.06
E_HOMO (eV): -9.66
Kohn-Sham gap (eV): 10.441
SMILES: [H]/N=C\NO
Lowest unoccupied orbital energy (eV): 0.79

<C>
One molecule with the formula CH4N2O. Source: the OMol25 dataset; level of theory: ωB97M-V/def2-TZVPD.

Structure (ORCA input):
```
! wB97M-V def2-TZVPD RIJCOSX def2/J DEFGRID3
* xyz 0 1
H -2.498 0.506 0.126
N -1.841 -0.252 -0.022
C -0.513 0.118 -0.190
N 0.560 -0.565 0.104
O 1.836 0.020 -0.188
H -0.193 1.219 -0.170
H 0.402 -1.378 -0.468
H 2.247 0.332 0.808
*
```

Values from the calculation:
Molar mass (g mol⁻¹): 60.06
E_HOMO (eV): -9.31
Kohn-Sham gap (eV): 9.831
SMILES: [H]/N=C/NO
Lowest unoccupied orbital energy (eV): 0.52

<D>
A 2-piece molecular cluster, CH4N2O overall. Source: the OMol25 dataset; level of theory: ωB97M-V/def2-TZVPD.

Structure (ORCA input):
```
! wB97M-V def2-TZVPD RIJCOSX def2/J DEFGRID3
* xyz 0 1
C -0.342 -0.338 0.188
N 1.135 1.553 -1.015
N 0.196 1.583 -0.348
O -0.787 -1.027 1.378
H -1.129 -0.554 -0.546
H -1.678 -1.322 1.267
H 0.768 -0.656 0.090
H 1.836 0.761 -1.015
*
```

Values from the calculation:
Molar mass (g mol⁻¹): 60.06
E_HOMO (alpha / beta) (eV): -7.79 / -7.79
Kohn-Sham gap (alpha / beta) (eV): 8.527 / 8.529
Lowest unoccupied orbital energy (alpha / beta) (eV): 0.74 / 0.74

We find <B> to be the most stable, with the next structure 138.6 kJ/mol higher.

<A>
One molecule with the formula CH4N2O. Source: the OMol25 dataset; level of theory: ωB97M-V/def2-TZVPD.

Structure (ORCA input):
```
! wB97M-V def2-TZVPD RIJCOSX def2/J DEFGRID3
* xyz 0 1
H -1.150 -1.502 0.036
N -1.628 -0.648 -0.033
C -0.816 0.374 -0.023
N 0.474 0.449 0.087
O 1.291 -0.662 -0.164
H -1.110 1.425 -0.191
H 1.023 1.333 -0.275
H 1.915 -0.768 0.563
*
```

Values from the calculation:
Molar mass (g mol⁻¹): 60.06
E_HOMO (eV): -9.16
Kohn-Sham gap (eV): 9.749
SMILES: [H]/N=C\NO
Lowest unoccupied orbital energy (eV): 0.59

<B>
One molecule with the formula CH4N2O. Source: the OMol25 dataset; level of theory: ωB97M-V/def2-TZVPD.

Structure (ORCA input):
```
! wB97M-V def2-TZVPD RIJCOSX def2/J DEFGRID3
* xyz 0 1
H -2.628 -0.970 -0.175
N -1.661 -0.740 -0.160
N -1.196 0.335 0.101
C 0.582 0.368 0.244
O 1.672 -0.469 -0.138
H 0.451 0.340 1.298
H 0.619 1.322 -0.283
H 2.161 -0.186 -0.887
*
```

Values from the calculation:
Molar mass (g mol⁻¹): 60.06
E_HOMO (eV): -8.09
Kohn-Sham gap (eV): 8.976
SMILES: [H]/N=N/CO
Lowest unoccupied orbital energy (eV): 0.89

<C>
One molecule with the formula CH4N2O. Source: the OMol25 dataset; level of theory: ωB97M-V/def2-TZVPD.

Structure (ORCA input):
```
! wB97M-V def2-TZVPD RIJCOSX def2/J DEFGRID3
* xyz 0 1
C 1.038 0.275 -1.285
N -0.070 0.349 -0.817
O -0.173 -0.395 0.375
N -1.145 -0.030 1.390
H 1.237 0.816 -2.193
H 1.802 -0.353 -0.949
H -2.030 -0.627 1.207
H -0.658 -0.035 2.272
*
```

Values from the calculation:
Molar mass (g mol⁻¹): 60.06
E_HOMO (eV): -9.38
Kohn-Sham gap (eV): 10.639
SMILES: C=NON
Lowest unoccupied orbital energy (eV): 1.26

We find <A> to be the most stable, with the next structure 91.9 kJ/mol higher.

<A>
A 8-piece molecular cluster, C7H29NO7 overall. Source: the OMol25 dataset; level of theory: ωB97M-V/def2-TZVPD.

Structure (ORCA input):
```
! wB97M-V def2-TZVPD RIJCOSX def2/J DEFGRID3
* xyz 0 1
C -0.963 -1.014 -0.311
C -0.698 0.218 0.138
C -1.829 1.144 0.424
C -2.258 0.866 1.909
C 0.654 0.819 0.482
C 1.949 0.038 0.105
C 2.274 -1.197 0.914
N 1.889 -0.287 -1.352
H -1.991 -1.355 -0.463
H -0.237 -1.786 -0.467
H -1.539 2.204 0.404
H -2.718 1.117 -0.285
H -2.415 1.775 2.463
H -3.011 0.098 2.038
H -1.376 0.541 2.491
H 0.651 0.878 1.567
H 0.534 1.812 0.038
H 2.735 0.798 0.234
H 3.352 -1.143 1.060
H 1.802 -1.114 1.940
H 1.942 -2.177 0.567
H 1.407 -1.174 -1.418
H 2.896 -0.395 -1.561
O 0.231 -2.994 2.159
H -0.484 -3.622 1.987
H 0.883 -3.627 2.504
O -0.669 4.126 -0.876
H 0.169 4.390 -1.272
H -0.814 4.738 -0.147
O -1.147 -1.195 -3.667
H -0.289 -0.802 -3.864
H -0.954 -1.803 -2.943
O 1.454 1.476 3.689
H 1.225 0.704 3.155
H 0.889 2.213 3.450
O 1.263 2.657 -1.787
H 0.559 2.022 -1.947
H 2.122 2.231 -1.772
O 0.526 -4.573 -0.106
H 0.008 -3.795 0.133
H 0.918 -4.319 -0.952
O -3.359 0.488 -2.716
H -2.568 -0.040 -2.534
H -3.011 1.059 -3.412
*
```

Values from the calculation:
Molar mass (g mol⁻¹): 239.31
E_HOMO (eV): -9.38
Kohn-Sham gap (eV): 9.502
SMILES: C=C(CC)C[C@@H](C)N.O.O.O.O.O.O.O
Lowest unoccupied orbital energy (eV): 0.12

<B>
A 8-piece molecular cluster, C7H29NO7 overall. Source: the OMol25 dataset; level of theory: ωB97M-V/def2-TZVPD.

Structure (ORCA input):
```
! wB97M-V def2-TZVPD RIJCOSX def2/J DEFGRID3
* xyz 0 1
C 2.323 -2.929 -1.465
C 1.490 -1.841 -2.134
C 0.424 -1.395 -1.167
C 1.024 -0.743 0.150
C 0.151 0.282 0.779
C -0.709 0.092 1.782
C -1.518 1.198 2.438
N -0.950 -1.179 2.318
H 2.644 -3.791 -2.062
H 1.904 -3.297 -0.614
H 3.379 -2.379 -1.269
H 2.270 -1.061 -2.375
H 1.024 -2.086 -3.073
H -0.395 -0.815 -1.625
H -0.155 -2.310 -0.851
H 1.477 -1.511 0.638
H 1.832 -0.163 -0.173
H 0.410 1.337 0.497
H -1.771 0.929 3.452
H -0.949 2.088 2.614
H -2.351 1.423 1.702
H -0.358 -1.929 2.061
H -1.528 -1.308 3.179
O 3.711 -0.840 2.222
H 4.566 -0.905 1.845
H 3.272 -0.099 1.690
O -3.385 -1.262 -1.102
H -3.852 -0.774 -0.329
H -2.791 -2.064 -0.831
O -1.980 1.192 -1.241
H -2.627 0.645 -1.624
H -1.446 0.458 -0.893
O 0.497 3.722 0.350
H -0.032 3.748 1.100
H 0.059 4.211 -0.350
O -2.356 -3.340 0.178
H -2.429 -4.181 -0.131
H -1.515 -3.031 0.426
O 2.696 2.440 -0.488
H 2.617 2.793 -1.369
H 1.933 2.771 0.063
O -1.057 3.759 -1.948
H -0.789 2.770 -1.715
H -1.867 3.424 -2.289
*
```

Values from the calculation:
Molar mass (g mol⁻¹): 239.31
E_HOMO (eV): -8.01
Kohn-Sham gap (eV): 8.325
SMILES: CCCC/C=C(/C)N.O.O.O.O.O.O.O
Lowest unoccupied orbital energy (eV): 0.32

<C>
A 8-piece molecular cluster, C7H29NO7 overall. Source: the OMol25 dataset; level of theory: ωB97M-V/def2-TZVPD.

Structure (ORCA input):
```
! wB97M-V def2-TZVPD RIJCOSX def2/J DEFGRID3
* xyz 0 1
C -0.438 1.278 2.809
C 0.411 0.472 2.182
C 1.882 0.707 2.435
C 2.689 0.890 1.113
C 1.915 1.300 -0.141
N 1.298 0.125 -0.728
C 0.360 0.424 -1.800
C -0.740 -0.656 -1.869
H -1.503 1.256 2.642
H -0.072 2.119 3.379
H 0.070 -0.449 1.733
H 2.287 -0.039 3.117
H 2.033 1.627 2.981
H 3.327 0.052 0.797
H 3.561 1.521 1.337
H 2.640 1.715 -0.846
H 1.215 2.103 0.119
H 0.934 -0.506 -0.036
H 0.013 1.462 -1.830
H 0.910 0.388 -2.738
H -0.907 -1.216 -0.954
H -1.573 -0.158 -2.349
H -0.298 -1.422 -2.513
O -2.194 3.120 -2.301
H -2.798 2.552 -1.812
H -1.397 3.195 -1.768
O -2.905 2.163 0.943
H -3.757 2.616 1.022
H -3.266 1.349 0.542
O 3.391 -0.425 -2.510
H 3.037 -0.619 -3.388
H 2.713 -0.888 -1.984
O -2.755 -2.081 0.320
H -2.403 -2.991 0.307
H -3.013 -1.914 1.233
O 1.702 -2.366 1.416
H 2.323 -3.022 1.751
H 2.108 -1.524 1.656
O -0.368 -4.017 -0.481
H 0.435 -3.699 -0.036
H -0.216 -3.614 -1.347
O -3.743 0.078 -0.716
H -4.114 -0.789 -0.908
H -2.792 -0.119 -0.780
*
```

Values from the calculation:
Molar mass (g mol⁻¹): 239.31
E_HOMO (eV): -8.82
Kohn-Sham gap (eV): 9.068
SMILES: C=CCCCNCC.O.O.O.O.O.O.O
Lowest unoccupied orbital energy (eV): 0.25

We find <C> to be the most stable, with the next structure 29.6 kJ/mol higher.

<A>
A 2-piece molecular cluster, C4H13NO3 overall. Source: the OMol25 dataset; level of theory: ωB97M-V/def2-TZVPD.

Structure (ORCA input):
```
! wB97M-V def2-TZVPD RIJCOSX def2/J DEFGRID3
* xyz 1 2
C -1.368 -0.575 1.490
O -2.110 0.330 2.290
C -0.952 0.059 0.176
C 0.033 -0.839 -0.676
C 1.315 -0.128 -1.121
O -0.578 -1.540 -1.755
N -2.049 0.638 -0.478
H -1.998 -1.473 1.495
H -0.517 -0.802 2.125
H -0.362 0.896 0.524
H 0.313 -1.654 -0.033
H 1.203 0.161 -2.153
H 2.149 -0.807 -1.071
H 1.435 0.835 -0.652
H -1.320 -1.081 -2.145
H -2.786 0.046 -0.831
H -1.879 1.449 -1.066
H -2.516 1.031 1.786
H 3.891 1.767 0.177
H 4.413 0.530 1.036
O 3.685 1.157 0.882
*
```

Values from the calculation:
Molar mass (g mol⁻¹): 123.15
E_HOMO (alpha / beta) (eV): -14.41 / -14.40
Kohn-Sham gap (alpha / beta) (eV): 10.795 / 5.178
Lowest unoccupied orbital energy (alpha / beta) (eV): -3.61 / -9.22

<B>
A 2-piece molecular cluster, C4H13NO3 overall. Source: the OMol25 dataset; level of theory: ωB97M-V/def2-TZVPD.

Structure (ORCA input):
```
! wB97M-V def2-TZVPD RIJCOSX def2/J DEFGRID3
* xyz 1 2
C -0.655 1.655 0.912
N -0.326 0.537 0.060
C 1.025 0.348 -0.354
C 1.134 -1.047 -1.016
O 2.346 -1.010 -1.795
C 1.403 1.541 -1.319
O 2.695 1.997 -1.099
H -1.636 2.054 0.674
H 0.024 2.501 0.835
H -0.561 1.413 1.977
H -0.757 -0.300 0.446
H 1.793 0.418 0.425
H 0.378 -1.214 -1.781
H 1.165 -1.780 -0.211
H 2.959 -1.659 -1.440
H 0.784 2.420 -1.189
H 1.301 1.214 -2.354
H 3.381 1.440 -1.484
H -5.369 -2.767 2.823
H -5.416 -4.202 2.606
O -5.667 -3.558 3.284
*
```

Values from the calculation:
Molar mass (g mol⁻¹): 123.15
E_HOMO (alpha / beta) (eV): -13.55 / -13.55
Kohn-Sham gap (alpha / beta) (eV): 10.207 / 5.121
Lowest unoccupied orbital energy (alpha / beta) (eV): -3.34 / -8.43

We find <B> to be the most stable, with the next structure 43.7 kJ/mol higher.

<A>
A 2-piece molecular cluster, C4H6O overall. Source: the OMol25 dataset; level of theory: ωB97M-V/def2-TZVPD.

Structure (ORCA input):
```
! wB97M-V def2-TZVPD RIJCOSX def2/J DEFGRID3
* xyz 0 1
C -0.934 1.695 -0.414
C -1.358 0.909 0.549
O -1.750 0.226 1.412
H -0.106 1.372 -1.029
H -1.419 2.649 -0.572
C 1.368 -0.768 0.338
C 0.491 -1.519 -0.321
H 1.271 -0.586 1.406
H 2.213 -0.300 -0.162
H -0.356 -1.978 0.184
H 0.579 -1.700 -1.389
*
```

Values from the calculation:
Molar mass (g mol⁻¹): 70.09
E_HOMO (eV): -9.25
Kohn-Sham gap (eV): 10.255
SMILES: C=C=O.C=C
Lowest unoccupied orbital energy (eV): 1.01

<B>
One molecule with the formula C4H6O. Source: the OMol25 dataset; level of theory: ωB97M-V/def2-TZVPD.

Structure (ORCA input):
```
! wB97M-V def2-TZVPD RIJCOSX def2/J DEFGRID3
* xyz 0 1
C 1.520 0.975 0.034
C 1.255 -0.120 0.711
O 0.226 -0.976 0.486
C -0.660 -0.611 -0.530
C -1.949 -0.488 -0.236
H 2.259 1.692 0.375
H 0.843 1.112 -0.780
H 1.879 -0.394 1.604
H -0.415 -0.323 -1.485
H -2.630 -0.235 -1.020
H -2.330 -0.633 0.840
*
```

Values from the calculation:
Molar mass (g mol⁻¹): 70.09
E_HOMO (eV): -9.14
Kohn-Sham gap (eV): 10.331
SMILES: C=COC=C
Lowest unoccupied orbital energy (eV): 1.19

<C>
One molecule with the formula C4H6O. Source: the OMol25 dataset; level of theory: ωB97M-V/def2-TZVPD.

Structure (ORCA input):
```
! wB97M-V def2-TZVPD RIJCOSX def2/J DEFGRID3
* xyz 0 1
C 0.156 2.703 0.417
C 0.077 1.511 0.558
C -0.054 0.064 0.779
O -0.815 -0.539 -0.247
C -0.122 -1.546 -0.945
H 0.223 3.759 0.277
H -0.552 -0.107 1.743
H 0.947 -0.385 0.844
H 0.794 -1.166 -1.423
H -0.798 -1.912 -1.722
H 0.145 -2.383 -0.282
*
```

Values from the calculation:
Molar mass (g mol⁻¹): 70.09
E_HOMO (eV): -9.91
Kohn-Sham gap (eV): 10.955
SMILES: C#CCOC
Lowest unoccupied orbital energy (eV): 1.04

<D>
One molecule with the formula C4H6O. Source: the OMol25 dataset; level of theory: ωB97M-V/def2-TZVPD.

Structure (ORCA input):
```
! wB97M-V def2-TZVPD RIJCOSX def2/J DEFGRID3
* xyz 0 1
C 0.980 -1.456 0.849
C 1.386 -0.563 -0.016
C 1.050 0.613 -0.479
O -0.070 1.121 0.166
C -1.322 0.714 -0.342
H 1.201 -1.327 1.904
H 0.258 -2.204 0.538
H 1.504 1.251 -1.228
H -1.295 -0.265 -0.843
H -1.670 1.471 -1.048
H -2.022 0.647 0.498
*
```

Values from the calculation:
Molar mass (g mol⁻¹): 70.09
E_HOMO (eV): -9.32
Kohn-Sham gap (eV): 10.175
SMILES: C=C=COC
Lowest unoccupied orbital energy (eV): 0.86

We find <A> to be the most stable, with the next structure 33.1 kJ/mol higher.